# 1
The molecule C4H5N3O, computed with the ωB97M-V functional and the def2-TZVPD basis.

Each line ends with the Löwdin charge.
Cartesian coordinates (Å):
N (-0.08, 1.99, 1.80)  0.1851
C (-0.43, 1.25, 0.98)  -0.2317
C (-0.60, 0.65, -0.26)  -0.4268
N (-1.18, 1.42, -1.21)  0.1228
C (0.13, -0.41, -0.50)  -0.2614
N (0.25, -1.23, -1.62)  0.0954
C (0.72, -1.09, 0.78)  -0.1959
O (1.28, -2.13, 0.71)  0.0677
H (-1.92, 0.66, -1.50)  0.1659
H (-1.52, 2.16, -0.68)  0.0642
H (0.21, -0.73, -2.62)  0.1672
H (0.85, -2.06, -1.48)  0.0910
H (0.31, -0.64, 1.82)  0.1566

Charge: 0
Maximum force: 5.13 eV Å⁻¹
SMILES: N#C/C(N)=C(/N)C=O

# 2
A cluster of 2 separate species, C2H3F3O2P in total, computed with the ωB97M-V functional and the def2-TZVPD basis.

Each line ends with the Löwdin charge.
Cartesian coordinates (Å):
C (-3.02, -0.29, -0.39)  -0.2746
C (2.47, 0.21, 0.22)  -0.5349
O (-0.31, -0.61, -0.88)  -0.4298
O (-1.17, -0.06, 1.46)  -0.4161
F (2.76, 1.50, 0.05)  0.1010
F (3.10, -0.12, 1.33)  0.1231
F (3.10, -0.41, -0.74)  0.1107
P (-1.41, -0.11, 0.02)  0.3431
H (-3.33, -0.31, -1.43)  -0.0435
H (-3.65, 0.24, 0.27)  -0.0707
H (1.46, -0.05, 0.09)  0.0916

Charge: -1
Maximum force: 2.78 eV Å⁻¹

# 3
A structure of composition C8H13IO, computed with the ωB97M-V functional and the def2-TZVPD basis.

Each line ends with the Löwdin charge.
Cartesian coordinates (Å):
C (-5.20, 2.46, 1.27)  -0.1019
C (-5.32, 1.80, 0.12)  -0.6214
C (-2.89, 0.88, -0.96)  -0.1118
C (-1.93, -0.36, -0.68)  -0.3616
C (0.60, -1.26, 0.88)  -0.0475
C (1.80, 0.07, -0.85)  -0.0942
C (-0.60, -0.46, -1.29)  -0.1587
C (0.46, -0.20, -0.19)  -0.4600
O (-2.17, 0.82, 0.13)  -0.1039
I (-5.18, -0.33, -0.12)  0.9683
H (-5.08, 1.88, 2.20)  0.0553
H (-5.15, 3.56, 1.26)  0.0704
H (-5.46, 2.11, -0.93)  0.0273
H (-2.54, -1.19, -0.24)  0.0713
H (1.28, -0.81, 1.51)  0.0588
H (1.04, -2.13, 0.41)  0.0905
H (-0.19, -1.42, 1.48)  0.0475
H (2.38, 0.67, -0.14)  0.0706
H (1.58, 0.77, -1.78)  0.1117
H (2.34, -0.89, -1.19)  0.1040
H (-0.36, -1.34, -1.81)  0.1074
H (-0.54, 0.46, -2.03)  0.1518
H (0.06, 0.73, 0.22)  0.1260

Charge: 0
Maximum force: 3.53 eV Å⁻¹

# 4
A structure of composition C10H19N3O4S, computed with the ωB97M-V functional and the def2-TZVPD basis.

Each line ends with the Löwdin charge.
Cartesian coordinates (Å):
C (-3.24, -0.34, 0.03)  -0.3355
C (-1.85, -0.96, 0.09)  -0.3943
C (-3.05, 1.22, -0.06)  -0.2331
C (-1.72, 1.89, 0.52)  -0.4295
C (0.69, 3.27, -0.24)  -0.3688
C (0.23, -1.38, -1.02)  -0.2605
C (0.11, -2.80, -0.62)  -0.5078
C (1.24, -0.64, -0.01)  -0.1297
C (2.75, -0.55, -0.26)  -0.1424
C (3.80, 0.33, 0.41)  -0.4663
H (-3.45, -1.31, 1.71)  0.0701
H (-3.50, 0.23, 1.91)  0.0753
H (-4.01, -0.85, -0.68)  0.1725
H (-3.97, 1.71, 0.77)  0.1836
H (-3.12, 1.74, -1.17)  0.0945
H (-2.08, 2.58, 1.28)  0.0609
H (-0.92, 1.22, 0.89)  0.0538
H (0.61, 3.93, 0.79)  0.1098
H (1.19, 2.27, -0.02)  -0.0022
H (1.16, 3.79, -1.00)  -0.0266
H (-1.37, -0.17, -1.85)  0.2168
H (0.66, -1.19, -1.98)  0.1642
H (1.00, -1.11, 1.03)  0.1467
H (0.80, 0.45, 0.07)  0.0886
H (3.01, -0.50, -1.28)  0.0928
H (2.89, -1.79, -0.11)  0.1724
H (5.74, -1.10, -0.60)  0.2970
H (5.76, 0.08, 0.95)  0.0264
H (-0.82, -4.34, -0.17)  0.3216
N (-3.95, -0.50, 1.31)  0.0053
N (-1.00, -0.77, -0.97)  0.0725
N (5.08, -0.29, 0.36)  0.0405
O (-1.46, -1.57, 1.15)  0.0229
O (0.94, -3.34, 0.18)  0.0253
O (3.70, 1.56, 0.74)  0.0070
O (-0.92, -3.50, -1.09)  0.0467
S (-0.94, 2.71, -1.05)  0.7296

Charge: 0
Maximum force: 6.17 eV Å⁻¹

Result set for calculated total energy: -10744.3428; -23661.2629; -18649.2683; -34167.1557 eV, one per record in the order listed.
Result set for relative energy (zero: lowest compared OMol25 entry of this formula, charge and spin): 75.5; 1.5; 107.1; 185.0 kcal per mole, one per record in the order listed.
Result set for LUMO level: 0.1; 4.0; 0.4; -0.2 eV, one per record in the order listed.